1.
Density functional theory data (wB97M-V/def2-TZVPD) for a gas-phase ion, C4H9N2 (charge +1) in a non-equilibrium geometry.

The charge is +1. As for the SMILES: [H]/N=C\C[N+](=C)C. For the HOMO energy, the calculation gives -13.82 eV.

```
15
C4H9N2 | the Open Molecules 2025 dataset | wB97M-V/def2-TZVPD
H -0.45 1.76 0.52
C -1.21 -1.37 0.24
N -0.64 -0.23 0.00
H 3.45 0.32 -0.79
N 3.13 0.14 0.12
H -1.75 1.50 -0.50
C 0.73 -0.30 -0.60
H 0.82 -1.09 -1.31
C 1.97 -0.10 0.41
H -0.91 -2.30 -0.06
H -2.08 -1.46 0.79
C -1.18 1.04 0.29
H 2.00 -0.45 1.42
H 0.73 0.60 -1.11
H -1.66 0.96 1.22
```

Table of Löwdin atomic charges, one value per atom, all in e: number 1, H, carries 0.10; number 2, C, carries 0.24; number 3, N, carries -0.12; number 4, H, carries 0.06; number 5, N, carries 0.15; number 6, H, carries 0.13; number 7, C, carries -0.04; number 8, H, carries 0.13; number 9, C, carries -0.19; number 10, H, carries 0.10; number 11, H, carries 0.11; number 12, C, carries 0.01; number 13, H, carries 0.11; number 14, H, carries 0.10; number 15, H, carries 0.11

2.
Density functional theory data (wB97M-V/def2-TZVPD) for a gas-phase ion, C4H9N2 (charge +1) in a non-equilibrium geometry.

The charge is +1. As for the SMILES: C=[N+]1CN1CC. For the HOMO energy, the calculation gives -14.68 eV.

```
15
C4H9N2 | the Open Molecules 2025 dataset | wB97M-V/def2-TZVPD
N -1.29 -0.47 0.41
N -0.12 -0.07 -0.04
H -2.89 -1.52 0.96
H -1.79 1.41 -0.51
H 3.05 0.65 -0.36
H 0.83 1.50 0.82
C -1.47 0.39 -0.68
H 1.91 -0.65 -1.14
H -1.29 -1.85 1.82
C -1.81 -1.42 1.03
H 1.73 1.15 -1.55
H 1.46 -0.12 1.27
H -1.39 0.08 -1.69
C 1.07 0.53 0.42
C 2.00 0.38 -0.76
```

Table of Löwdin atomic charges, one value per atom, all in e: number 1, N, carries -0.10; number 2, N, carries -0.01; number 3, H, carries 0.13; number 4, H, carries 0.14; number 5, H, carries 0.12; number 6, H, carries 0.12; number 7, C, carries 0.12; number 8, H, carries 0.09; number 9, H, carries 0.10; number 10, C, carries 0.21; number 11, H, carries 0.10; number 12, H, carries 0.16; number 13, H, carries 0.13; number 14, C, carries -0.23; number 15, C, carries -0.08

3.
Density functional theory data (wB97M-V/def2-TZVPD) for a gas-phase ion, C4H9N2 (charge +1) in a non-equilibrium geometry.

The charge is +1. For the HOMO energy, the calculation gives -12.43 eV.

```
15
C4H9N2 | the Open Molecules 2025 dataset | wB97M-V/def2-TZVPD
H 2.42 1.03 0.39
H 1.32 -2.35 -0.02
H 0.95 -1.31 1.29
N 0.88 -1.46 0.23
C 0.93 -0.28 -0.68
C -2.58 0.20 -0.30
H 0.57 1.46 0.48
H 1.62 -0.62 -1.58
H -3.37 0.03 0.37
N -1.52 -0.54 0.08
C -0.33 -0.99 -0.54
H 1.54 1.82 -1.00
C 1.38 1.11 -0.07
H -1.73 -1.07 0.93
H -2.38 0.66 -1.34
```

Table of Löwdin atomic charges, one value per atom, all in e: number 1, H, carries 0.11; number 2, H, carries 0.17; number 3, H, carries 0.20; number 4, N, carries 0.10; number 5, C, carries -0.25; number 6, C, carries 0.13; number 7, H, carries 0.03; number 8, H, carries 0.18; number 9, H, carries 0.08; number 10, N, carries -0.01; number 11, C, carries -0.15; number 12, H, carries 0.13; number 13, C, carries -0.02; number 14, H, carries 0.16; number 15, H, carries 0.15

4.
Density functional theory data (wB97M-V/def2-TZVPD) for a molecular structure, C4H9N2 in a non-equilibrium geometry.

The charge is +1. For the HOMO energy (spin up / spin down), the calculation gives -14.11 / -14.07 eV.

```
15
C4H9N2 | the Open Molecules 2025 dataset | wB97M-V/def2-TZVPD
C -2.11 0.34 0.36
H -0.16 0.31 -2.08
H -2.64 0.53 -0.67
H 2.81 0.67 1.04
H -1.91 1.15 1.07
H 2.37 1.45 -0.63
N -0.03 0.10 -1.03
N 0.27 -0.38 0.89
H 0.55 -0.86 1.81
H 3.02 -0.31 -0.62
C 2.38 0.45 -0.05
C 0.96 0.10 -0.10
C -0.88 -0.40 -0.03
H -1.52 -2.18 -0.61
H -2.72 -0.50 0.90
```

Table of Löwdin atomic charges, one value per atom, all in e: number 1, C, carries -0.07; number 2, H, carries 0.23; number 3, H, carries 0.13; number 4, H, carries 0.15; number 5, H, carries 0.09; number 6, H, carries 0.12; number 7, N, carries 0.15; number 8, N, carries 0.18; number 9, H, carries 0.23; number 10, H, carries 0.13; number 11, C, carries 0.02; number 12, C, carries -0.36; number 13, C, carries -0.38; number 14, H, carries 0.26; number 15, H, carries 0.11

5.
Density functional theory data (wB97M-V/def2-TZVPD) for 2 unconnected molecules or ions with the total composition C4H9N2 in a non-equilibrium geometry.

The charge is +1. For the HOMO energy, the calculation gives -14.33 eV.

```
15
C4H9N2 | the Open Molecules 2025 dataset | wB97M-V/def2-TZVPD
N -0.14 0.07 2.15
H 0.49 -0.67 2.47
H -1.54 0.25 0.09
N 0.01 -0.07 -1.20
H -0.11 1.46 0.14
C 0.06 -1.25 -1.98
H 2.09 -0.54 -1.33
C -0.65 0.79 3.04
H -0.49 0.67 4.11
C 1.21 -0.29 -1.91
H 0.11 -2.19 -1.46
C -0.55 0.54 -0.23
H -1.32 1.58 2.74
H 1.41 0.37 -2.75
H -0.55 -1.27 -2.87
```

Table of Löwdin atomic charges, one value per atom, all in e: number 1, N, carries 0.02; number 2, H, carries 0.08; number 3, H, carries 0.12; number 4, N, carries -0.09; number 5, H, carries 0.11; number 6, C, carries -0.02; number 7, H, carries 0.14; number 8, C, carries -0.06; number 9, H, carries 0.09; number 10, C, carries -0.02; number 11, H, carries 0.14; number 12, C, carries 0.14; number 13, H, carries 0.08; number 14, H, carries 0.14; number 15, H, carries 0.14

6.
Density functional theory data (wB97M-V/def2-TZVPD) for a gas-phase ion, C4H9N2 (charge +1) in a non-equilibrium geometry.

The charge is +1. As for the SMILES: C=N[N+](=C)CC. For the HOMO energy, the calculation gives -15.08 eV.

```
15
C4H9N2 | the Open Molecules 2025 dataset | wB97M-V/def2-TZVPD
H -0.98 -2.20 0.02
C -1.11 0.00 -0.50
C -1.35 -1.24 0.37
H -2.44 -1.44 0.48
H 2.44 -1.35 0.99
H -1.90 0.89 -0.21
H -1.15 -0.15 -1.54
C 2.12 -0.66 0.23
N 0.94 -0.28 0.38
N 0.19 0.68 -0.22
H 2.89 -0.35 -0.49
H -0.44 2.65 -0.44
H 1.27 2.47 -0.01
C 0.36 1.95 -0.34
H -0.84 -0.97 1.29
```

Table of Löwdin atomic charges, one value per atom, all in e: number 1, H, carries 0.08; number 2, C, carries -0.13; number 3, C, carries -0.07; number 4, H, carries 0.10; number 5, H, carries 0.10; number 6, H, carries 0.19; number 7, H, carries 0.11; number 8, C, carries 0.11; number 9, N, carries 0.02; number 10, N, carries -0.14; number 11, H, carries 0.12; number 12, H, carries 0.11; number 13, H, carries 0.13; number 14, C, carries 0.20; number 15, H, carries 0.07

7.
Density functional theory data (wB97M-V/def2-TZVPD) for 2 unconnected molecules or ions with the total composition C4H9N2 in a non-equilibrium geometry.

The charge is +1. For the HOMO energy, the calculation gives -14.52 eV.

```
15
C4H9N2 | the Open Molecules 2025 dataset | wB97M-V/def2-TZVPD
C 2.48 0.33 0.76
H -2.07 -1.73 -0.21
H 2.58 1.40 0.73
H 1.96 0.18 1.64
H -3.15 1.06 0.55
H 0.39 0.03 -0.25
N -1.82 0.45 -0.97
H 1.92 -1.21 -0.31
C -0.91 0.04 -0.16
C -2.12 -0.74 0.19
N 1.87 -0.20 -0.48
H 2.40 -0.03 -1.35
H -3.93 0.03 -0.89
C -3.10 0.30 -0.15
H 3.49 0.10 0.93
```

Table of Löwdin atomic charges, one value per atom, all in e: number 1, C, carries -0.12; number 2, H, carries 0.12; number 3, H, carries 0.08; number 4, H, carries 0.06; number 5, H, carries 0.10; number 6, H, carries 0.12; number 7, N, carries 0.14; number 8, H, carries 0.11; number 9, C, carries 0.03; number 10, C, carries 0.04; number 11, N, carries -0.05; number 12, H, carries 0.14; number 13, H, carries 0.17; number 14, C, carries -0.01; number 15, H, carries 0.07

So what do the calculations give for ΔE to the lowest compared entry with this formula, charge and spin? Going down the list: 342.5; 503.6; 495.8; 542.0; 325.3; 405.5; 541.7 kJ/mol.
So what do the calculations give for molecular weight? Going down the list: 85.1; 85.1; 85.1; 85.1; 85.1; 85.1; 85.1 g/mol.